1.
# C18H40F3N4O3

A 3-piece molecular cluster, C18H40F3N4O3 overall (the ωB97M-V functional and the def2-TZVPD basis, the Open Molecules 2025 dataset).

```
! wB97M-V def2-TZVPD RIJCOSX def2/J DEFGRID3
* xyz 1 1
F -0.3273 0.8636 2.8684
F 1.1733 1.7550 4.1101
F 1.1958 -0.3693 3.7817
O -0.3143 -4.8071 4.3700
O -0.4455 -0.3015 -1.4673
O 2.0241 2.3478 1.6700
N 0.2738 -3.0231 2.1852
N -2.4982 -2.3134 -0.8465
N 0.9543 5.6073 -2.8687
N -0.6121 4.5589 -1.4344
C -2.1018 -2.0266 -2.2228
C 1.8567 0.9791 1.9720
C 1.0225 -4.4994 4.0409
C -1.7192 4.3732 -2.4225
C -0.7335 -6.1289 4.0850
C 0.3366 5.6671 -1.5691
C 0.9804 0.8175 3.1980
C 1.5286 2.8199 0.4371
C 0.2017 3.5774 0.7032
C 1.8664 4.4745 -3.0676
C -0.6672 3.6581 -0.5082
C 1.1870 -5.2147 1.5848
C -1.7130 2.6316 -0.7944
C 1.2279 -4.0664 2.5853
C 0.8185 -0.8745 -1.7724
C -1.2273 -3.1653 -2.7318
C -2.0152 2.8899 -2.2841
C -1.4676 -0.6432 -2.3927
H -2.5668 4.9615 -2.0463
H 1.5895 -0.2150 -1.3741
H -0.3401 2.9936 1.4545
H 2.8656 4.6434 -2.6448
H 0.9458 -1.8537 -1.3100
H -3.0484 2.6527 -2.5461
H -0.2489 6.5918 -1.5102
H -1.8214 -4.0732 -2.8220
H 1.3540 1.9944 -0.2674
H 1.7769 -6.0643 1.9308
H -1.5482 -6.3622 4.7681
H -1.3149 1.6322 -0.5738
H -3.0131 -2.0080 -2.8293
H 2.2298 -3.6235 2.5429
H -0.7976 -2.9368 -3.7092
H -1.4470 4.7553 -3.4041
H -3.1884 -1.6440 -0.5218
H 1.4623 6.4759 -2.9984
H 0.4051 4.5671 1.1226
H -2.2482 0.1119 -2.2511
H -0.6603 -3.3701 2.3917
H -0.4162 -3.3753 -2.0370
H -1.3492 2.2847 -2.9081
H 1.5894 -4.8917 0.6250
H 1.4487 3.5747 -2.6051
H -2.5875 2.8017 -0.1506
H -1.0968 -6.2393 3.0601
H -1.6886 -2.2048 -0.2383
H 1.0151 5.6274 -0.7053
H 1.6795 -5.3437 4.2881
H 1.9706 4.2689 -4.1350
H 0.1648 -5.5547 1.4139
H 0.0799 -6.8426 4.2489
H 1.3253 0.4631 1.1668
H 2.8218 0.4962 2.1543
H -1.0767 -0.5284 -3.4134
H 2.2745 3.4883 -0.0053
H 0.9560 -0.9558 -2.8551
H 1.2974 -3.6635 4.6895
H 0.4012 -2.2219 2.7951
*
```

=====

2.
# C18H40F6KNO12S2

C18H40F6KNO12S2 as an isolated structure at a distorted geometry (the ωB97M-V functional and the def2-TZVPD basis, the Open Molecules 2025 dataset).

Calculated values
* ΔE to the lowest compared entry with this formula, charge and spin: 1.393 eV

```
! wB97M-V def2-TZVPD RIJCOSX def2/J DEFGRID3
* xyz 0 1
K -15.3622 4.4618 -5.9688
S -18.7881 4.6464 -1.8686
S -17.1603 5.8821 -0.3099
F -18.0375 2.0359 -1.8798
F -14.6217 6.7500 -0.2295
F -14.7811 4.6263 0.1465
F -18.5971 2.6801 0.0588
F -15.4543 6.0641 1.7025
F -20.1349 2.2902 -1.1177
O -17.4484 7.3049 -0.5466
O -12.9065 0.8312 -5.0649
O -13.1873 6.9705 -8.4487
O -15.0093 8.7980 -7.2087
O -19.5353 6.7477 -10.9934
O -21.9864 7.6276 -9.2821
O -19.8451 5.4570 -1.2029
O -17.9465 5.3522 0.8442
O -21.4484 -1.1358 -8.0722
O -18.4328 0.8711 -7.9864
O -18.9888 4.5282 -3.2935
O -11.0710 3.0320 -4.8416
N -17.0702 4.9960 -1.5499
C -12.7742 -0.1242 -4.0238
C -12.3775 6.2981 -9.4116
C -11.8711 1.0892 -6.0190
C -18.9622 -0.4415 -7.4668
C -12.9077 8.4217 -8.4352
C -18.2868 7.1575 -11.5028
C -19.6430 7.1026 -9.5921
C -10.1146 3.8148 -4.0544
C -10.6386 1.8224 -5.4540
C -13.5442 9.0030 -7.1503
C -22.5873 7.4664 -10.5143
C -18.4260 0.8765 -9.4103
C -20.9324 6.7337 -8.8802
C -20.4439 -0.5728 -7.1351
C -22.7840 -0.7459 -7.7370
C -18.8637 2.7669 -1.2074
C -15.3076 5.7957 0.4382
C -15.7005 9.5155 -6.2688
H -10.1510 1.3163 -4.6208
H -12.3384 -1.0545 -4.3880
H -22.1709 8.0720 -11.3192
H -17.5657 0.2497 -9.6449
H -13.2900 10.0603 -7.0742
H -18.6138 -1.3480 -7.9617
H -17.4095 7.0290 -10.8688
H -11.8535 6.9981 -10.0624
H -12.9335 5.6097 -10.0481
H -22.9457 -0.8227 -6.6618
H -18.2428 8.1779 -11.8836
H -13.3666 8.8915 -9.3052
H -19.5279 8.1830 -9.5050
H -18.5491 -0.5083 -6.4603
H -13.6840 -0.4340 -3.5096
H -9.8829 3.2870 -3.1293
H -23.4955 -1.4488 -8.1703
H -9.8737 2.1886 -6.1387
H -22.9334 0.2722 -8.0966
H -18.2052 1.8839 -9.7632
H -10.5390 4.7061 -3.5922
H -16.7512 9.2457 -6.3754
H -23.5236 8.0193 -10.5905
H -11.6091 5.7431 -8.8736
H -22.7184 6.4094 -10.7458
H -20.5562 -1.2636 -6.2995
H -20.8105 6.8577 -7.8042
H -18.9203 6.6438 -8.9172
H -19.4064 0.5221 -9.7287
H -21.1902 5.6758 -8.9302
H -12.1741 0.3004 -3.2190
H -20.7321 0.2935 -6.5397
H -15.4820 10.5798 -6.3556
H -13.0256 8.5896 -6.2852
H -11.8261 8.5562 -8.4215
H -15.3674 9.1540 -5.2960
H -11.5662 0.1471 -6.4747
H -18.1225 6.5990 -12.4242
H -12.4148 1.5637 -6.8359
H -9.3478 4.2168 -4.7166
*
```

=====

3.
# C18H40NNbO4PS

C18H40NNbO4PS as an isolated structure at a distorted geometry (the ωB97M-V functional and the def2-TZVPD basis, the Open Molecules 2025 dataset).

```
! wB97M-V def2-TZVPD RIJCOSX def2/J DEFGRID3
* xyz -1 1
Nb -3.5382 -0.4685 0.4940
S 5.4192 3.2091 -0.9417
P -2.9413 1.7819 -0.6346
O 5.9495 2.9956 0.3808
O -3.8411 2.0384 -2.0377
O 5.4408 2.1608 -1.9266
O 2.8552 -1.1378 -0.3054
N -2.6624 -3.0141 2.9640
C -2.2692 -3.3780 -1.4474
C -2.7009 0.5584 2.3371
C 2.1096 -3.0280 0.9405
C -2.8662 -2.1950 -2.2377
C 2.8249 -1.6858 1.0025
C -4.0133 -2.4398 2.9891
C 3.7192 -0.0261 -0.3991
C -2.2162 1.0731 3.3296
C 0.5883 -2.8155 0.7977
C 5.0556 5.7081 -1.8044
C -4.6142 -2.1062 1.6100
C 6.1862 4.6858 -1.6311
C 3.9911 5.3971 -0.7432
C -0.7239 -3.3625 -1.3753
C -0.1365 -3.8885 -0.0441
C -3.5422 3.1709 0.4410
C 3.7695 3.8894 -0.7993
C -3.9431 -1.3594 -1.5193
H -2.8324 3.3648 1.2412
H -2.6603 -3.7809 2.3016
H 5.4323 6.7261 -1.7127
H -4.0145 -1.5666 3.6404
H 3.2177 3.5955 -1.6917
H -4.7766 2.0765 -1.7974
H 3.4504 0.7216 0.3600
H 3.5971 0.4140 -1.3841
H -5.6650 -1.8344 1.7637
H -2.0096 -2.3117 2.6309
H -2.6703 -3.4251 -0.4345
H -0.9390 -4.3348 0.5474
H 4.6172 5.6082 -2.7992
H -2.0728 -1.5322 -2.5866
H 2.2620 -1.0053 1.6573
H 2.3486 -3.5867 1.8480
H -4.8852 -1.9145 -1.4334
H -4.6404 -3.0295 1.0159
H 2.4970 -3.5571 0.0670
H 6.6613 4.4167 -2.5708
H -4.1567 -0.4981 -2.1671
H -5.1899 0.3901 0.6467
H -0.3442 -4.0061 -2.1758
H 0.5703 -4.6980 -0.2492
H -3.3136 -2.6105 -3.1528
H 3.0646 5.9391 -0.9263
H 6.9364 5.0221 -0.9180
H 4.3576 5.6812 0.2457
H -1.5927 1.3404 4.1529
H -0.3459 -2.3603 -1.5753
H 4.7648 -0.3204 -0.2612
H -3.6975 4.0713 -0.1607
H -4.5039 2.8856 0.8712
H 3.8471 -1.7772 1.3935
H -4.6623 -3.1801 3.4774
H 0.4284 -1.8423 0.3373
H -1.8663 -1.2401 0.4170
H 0.1562 -2.7724 1.7990
H 3.2933 3.4765 0.0865
H -2.5636 -4.3087 -1.9430
*
```

=====

no.,electronic energy (Eh),LUMO level (eV)
1,-1453.91941,-3.46
2,-3662.58657,-1.50
3,-1861.83350,1.99